# 1
{"formula": "C18H21FN2O3S", "method": "wB97M-V/def2-TZVPD", "elements": ["C", "C", "O", "C", "O", "C", "S", "C", "C", "C", "C", "F", "C", "C", "C", "O", "N", "C", "C", "N", "C", "C", "C", "C", "C", "H", "H", "H", "H", "H", "H", "H", "H", "H", "H", "H", "H", "H", "H", "H", "H", "H", "H", "H", "H", "H"], "xyz": [[1.750797, 2.996830, 2.207866], [1.926360, 2.450994, 0.695865], [0.540494, 2.244367, 0.175867], [-0.072769, 2.941659, -0.628777], [0.470497, 4.313871, -1.001896], [-1.545137, 2.647051, -0.955354], [-1.485649, 0.866552, -1.557352], [-2.932629, 0.384020, -0.653715], [-2.985993, -1.016011, -0.053556], [-4.153981, -1.429659, 0.558267], [-5.224643, -0.385887, 0.529867], [-6.314387, -1.116703, 1.231838], [-5.258574, 0.642694, -0.323124], [-4.128325, 1.118648, -0.480676], [2.641371, 1.122763, 0.627479], [3.604823, 0.833822, 1.177357], [2.064265, 0.147224, -0.157080], [2.742275, -1.040720, -0.503754], [4.137459, -0.829326, -0.691645], [5.344617, -0.800490, -0.831114], [2.519259, -1.743097, 0.888312], [1.009749, -2.238240, 0.936976], [0.647390, -3.273522, -0.304936], [0.778619, -2.129385, -1.398044], [2.192429, -1.779565, -1.757328], [1.028421, 2.203319, 2.758778], [2.598781, 3.074913, 2.465138], [1.440687, 3.936818, 2.118755], [2.432939, 3.282571, 0.022963], [-2.130775, 2.808971, -0.176228], [-1.755935, 3.361627, -1.997140], [-2.154096, -1.511742, 0.037946], [-4.281021, -2.242212, 1.300105], [-6.314028, 1.337057, -0.095859], [-4.157580, 2.085296, -1.256118], [1.156935, 0.263872, -0.522528], [3.129893, -2.788010, 0.933670], [2.934351, -1.219041, 1.497202], [0.891666, -2.862143, 2.084600], [0.502889, -1.322266, 1.242288], [-0.444880, -3.348443, 0.056884], [1.174675, -4.002739, -0.409320], [0.404771, -2.826605, -2.238766], [0.203120, -1.243208, -1.409799], [2.204914, -1.120391, -2.359548], [2.865966, -2.795524, -1.784368]], "atomic_forces_ev_per_a": [[-10.6, -6.8, -5.3], [-0.6, 3.0, 0.2], [1.9, -3.0, 2.1], [1.0, 11.6, -3.0], [-3.0, -8.2, 1.8], [4.9, 0.3, -7.9], [-1.5, 1.1, 1.2], [-1.3, -3.8, 2.2], [-4.1, 5.5, -1.0], [-0.9, 3.8, 0.6], [-0.3, -9.3, 1.9], [1.0, 2.8, -1.6], [-12.9, -0.3, 5.9], [10.7, 6.9, -8.5], [-5.1, -0.5, -3.4], [5.8, 0.2, 3.7], [-0.9, 2.8, -1.6], [-0.2, -1.6, 2.3], [8.7, 0.3, -1.0], [-6.8, -0.1, 0.6], [-3.4, -11.7, -8.7], [2.8, -2.9, 4.9], [-8.2, 15.2, 4.8], [-0.5, -5.8, -3.4], [1.0, -9.7, 10.8], [1.9, 2.3, -0.9], [11.6, 0.2, 4.6], [-2.3, 3.7, -0.2], [-1.1, -1.8, 1.3], [-2.8, 0.6, 3.4], [0.3, -1.9, 3.6], [4.5, -2.9, 0.1], [0.2, 0.4, -1.1], [3.1, -1.9, -1.5], [0.4, -1.9, 2.4], [-1.0, 0.4, -0.4], [-1.0, 2.2, -0.3], [3.9, 6.3, 7.7], [0.5, 1.6, -3.2], [-1.4, -0.3, -1.3], [1.5, -1.0, -1.6], [6.1, -8.5, -1.0], [0.2, 1.9, 0.1], [-1.2, 0.4, 0.8], [0.7, 7.7, -9.3], [-1.5, 2.8, -0.8]], "gap_ev": 8.79, "total_charge": 0, "smiles": "C[C@H](OC(=O)CSc1ccc(F)cc1)C(=O)NC1(C#N)CCCCC1", "e_above_lowest_kj_mol": 1610.8}

# 2
{"formula": "C18H21FNSe4Sr", "method": "wB97M-V/def2-TZVPD", "elements": ["Sr", "C", "C", "C", "C", "C", "C", "C", "C", "C", "C", "C", "C", "N", "C", "C", "C", "C", "C", "C", "F", "H", "H", "H", "H", "H", "H", "H", "H", "H", "H", "H", "H", "H", "H", "H", "H", "H", "H", "H", "H", "H", "Se", "Se", "Se", "Se"], "xyz": [[0.728009, -1.147500, 2.459571], [1.565889, 2.831125, -0.474032], [0.691453, 2.500891, 0.737768], [1.502382, 1.757117, 1.802106], [-0.631711, 1.851095, 0.359868], [-1.751430, 2.677275, 0.338689], [-3.016016, 2.177383, 0.086657], [-3.170767, 0.815862, -0.098441], [-2.079617, -0.049506, -0.087178], [-2.388059, -1.535503, -0.227585], [-1.827420, -2.428704, 0.883967], [-2.031744, -2.108524, -1.600010], [-0.781542, 0.479021, 0.081276], [0.348558, -0.370837, 0.124602], [1.055755, -0.521858, -1.019696], [0.751031, -0.011540, -2.301417], [1.577090, -0.245188, -3.390366], [2.741277, -0.992623, -3.273517], [3.074915, -1.512450, -2.023859], [2.246634, -1.269688, -0.960087], [2.578018, -1.775911, 0.270495], [2.426662, 3.429031, -0.164479], [1.005004, 3.396998, -1.220039], [1.935774, 1.924629, -0.951746], [0.407075, 3.454452, 1.194420], [2.035755, 0.904797, 1.372612], [0.861639, 1.450799, 2.637635], [2.255309, 2.428534, 2.221220], [-1.624799, 3.732370, 0.554804], [-3.877045, 2.833543, 0.087282], [-4.164497, 0.401830, -0.230864], [-3.477287, -1.597658, -0.135419], [-0.786174, -2.694120, 0.679668], [-2.383909, -3.367208, 0.924675], [-1.934768, -1.957954, 1.867925], [-0.953187, -2.151151, -1.740488], [-2.449120, -1.496530, -2.400944], [-2.429448, -3.121647, -1.699476], [-0.147460, 0.580258, -2.423728], [1.300086, 0.170309, -4.352273], [3.380743, -1.170289, -4.127002], [3.970296, -2.100303, -1.867803], [2.826226, -3.135853, 3.503032], [0.908675, -2.926172, 4.828647], [0.878201, -0.407251, 5.341880], [-1.146454, 0.298646, 4.411653]], "atomic_forces_ev_per_a": [[0.2, -0.1, -0.8], [0.0, 0.0, 0.0], [0.0, 0.0, -0.1], [0.2, 0.1, 0.1], [-0.1, 0.1, 0.0], [0.0, 0.0, 0.0], [0.0, 0.0, 0.0], [0.0, 0.0, 0.0], [0.0, 0.0, 0.0], [0.0, 0.0, -0.1], [0.0, 0.0, 0.0], [0.0, 0.0, 0.0], [0.1, -0.2, 0.2], [-0.4, 0.1, -0.4], [-0.1, 0.0, 0.3], [0.0, 0.0, 0.0], [0.0, 0.0, 0.0], [0.0, 0.0, -0.1], [0.0, 0.0, 0.1], [0.1, -0.1, -0.1], [0.0, 0.0, 0.0], [0.0, 0.0, 0.0], [0.0, 0.0, 0.0], [0.0, 0.0, 0.0], [0.0, 0.0, 0.0], [0.0, 0.1, 0.0], [0.0, 0.1, 0.0], [0.0, 0.0, 0.0], [0.0, 0.0, 0.0], [0.0, 0.0, 0.0], [0.0, 0.0, 0.0], [0.0, 0.0, 0.0], [0.0, 0.1, 0.0], [0.0, 0.0, 0.0], [0.0, 0.0, 0.0], [0.1, 0.0, 0.0], [0.0, 0.0, 0.0], [0.0, 0.0, 0.0], [0.0, 0.0, 0.0], [0.0, 0.0, 0.0], [0.0, 0.0, 0.0], [0.0, 0.0, 0.0], [-0.3, 0.1, 0.2], [0.2, 0.8, 0.5], [-0.1, -0.9, 0.1], [0.2, -0.2, 0.0]], "gap_ev": 6.59, "total_charge": -1, "e_above_lowest_kj_mol": 0.0}

no.,HOMO energy (eV)
1,-8.902
2,-4.282